[1]
ORCA calculation (the ωB97M-V functional and the def2-TZVPD basis) on a gas-phase ion, C6H10Cl2N3O (charge +1).

CARTESIAN COORDINATES (ANGSTROEM)
1 H -1.70355 0.61360 -1.71110
2 H -0.86509 1.20944 -0.21549
3 H -0.43024 -1.28015 0.18433
4 H -1.90342 -1.72773 1.53499
5 H 4.07464 1.67771 0.71805
6 C -1.30767 -0.96822 -0.38559
7 H -2.14111 -0.10411 1.34372
8 C -2.36341 -1.01385 0.77940
9 C 1.24088 1.22925 -1.57030
10 H 2.21531 2.70945 1.17300
11 C 2.10045 2.18574 0.30310
12 O 0.33787 0.17908 -1.55102
13 Cl 4.99635 0.01415 -1.19082
14 H 2.57865 0.06106 -2.64921
15 N 3.38393 1.59927 0.02027
16 H -1.50558 -1.51965 -1.19286
17 N 1.14595 2.08738 -0.52731
18 C -0.97616 0.38435 -0.93089
19 N 2.54019 0.64760 -1.89361
20 H -3.45894 -1.25616 0.64290
21 C 3.52645 0.79049 -1.03219
22 Cl 0.98074 2.37811 -3.04024

Summary:
Energy relative to the best compared isomer or geometry (same formula, charge and spin)   1.34 kcal per mole
LUMO level   -4.850 eV
Highest occupied orbital energy   -14.111 eV
Frontier orbital gap   9.26 eV
SMILES   CCCO[C@@]1(Cl)N=CNC(Cl)=[NH+]1
Total charge   +1

Here are the Mulliken charges for atoms 1 to 6, given in e: 0.249 0.415 0.207 0.292 0.233 -0.324

[2]
ORCA calculation (the ωB97M-V functional and the def2-TZVPD basis) on 2 unconnected molecules or ions with the total composition C6H10ClF3N2O.

CARTESIAN COORDINATES (ANGSTROEM)
1 C -0.05557 2.71771 -0.60818
2 C -2.15479 0.73149 1.64614
3 N -0.85556 0.05294 1.60930
4 H 1.61229 1.21963 -2.00950
5 C -1.08075 3.71850 -1.35070
6 Cl 1.77663 0.02022 1.96584
7 F -0.86133 3.73361 -2.70569
8 H -1.86577 -1.76472 1.58379
9 H -2.93778 -0.03340 1.69051
10 F -0.95164 4.99431 -0.90291
11 N -0.24473 1.44724 -0.92154
12 F -2.38379 3.34322 -1.14698
13 H -0.34844 -1.72602 2.57368
14 H 0.30121 0.07072 -2.41069
15 C -0.83512 -1.41494 1.63807
16 H 0.31477 1.81941 1.62927
17 O 0.71636 3.25457 0.21954
18 H 1.17504 -0.11888 -0.88309
19 H -2.18565 1.37689 2.53137
20 H -0.26501 -1.81850 0.79138
21 H -2.30906 1.34796 0.75481
22 C 0.26175 0.73645 1.73010
23 C 0.77639 0.63308 -1.57909

Summary:
Energy relative to the best compared isomer or geometry (same formula, charge and spin)   46.35 kcal per mole
LUMO level   -0.959 eV
Highest occupied orbital energy   -7.256 eV
Frontier orbital gap   6.30 eV

Here are the Mulliken charges for atoms 1 to 6, given in e: 0.273 -0.702 0.265 0.303 0.820 -0.053

[3]
ORCA calculation (the ωB97M-V functional and the def2-TZVPD basis) on C6H10ClN in the gas phase.

CARTESIAN COORDINATES (ANGSTROEM)
1 Cl 2.27235 -0.63562 -1.25954
2 H -1.69015 1.29798 -0.18155
3 H 1.01704 -2.80679 -0.46771
4 C -0.99820 0.99947 0.60909
5 N -0.14501 -1.17029 -0.26731
6 C 0.74009 -0.22429 -0.66347
7 H -2.17241 -0.76682 0.40862
8 H -0.54684 -2.92599 -1.18100
9 H 0.43451 3.01935 -0.81882
10 H -1.21425 1.70118 1.40235
11 H 1.51797 3.00065 0.45641
12 H -0.95304 -0.86440 1.68300
13 H -0.53311 -3.09500 0.60416
14 C -0.04301 -2.59775 -0.29795
15 C 0.38637 1.22130 0.31151
16 C -1.16818 -0.49713 0.68295
17 H 2.00130 1.95014 -0.81426
18 C 1.09458 2.39401 -0.20647

Summary:
Energy relative to the best compared isomer or geometry (same formula, charge and spin)   92.20 kcal per mole
LUMO level (alpha / beta)   0.773 / 0.644 eV
Highest occupied orbital energy (alpha / beta)   -6.574 / -6.238 eV
Frontier orbital gap (alpha / beta)   7.35 / 6.88 eV
SMILES   CC1=C(Cl)N(C)CC1

Here are the Mulliken charges for atoms 1 to 6, given in e: -0.209 0.228 0.304 -0.591 0.088 0.094

[4]
ORCA calculation (the ωB97M-V functional and the def2-TZVPD basis) on a gas-phase ion, C6H10ClN2O2 (charge +1).

CARTESIAN COORDINATES (ANGSTROEM)
1 H -1.47357 2.84822 0.00590
2 H 1.74553 2.82178 -0.95439
3 N 0.40001 1.74340 0.26648
4 C -1.49716 -3.74892 -0.94397
5 H -2.56645 -3.84773 -1.10650
6 H 2.36005 2.42271 0.62026
7 N -1.61739 0.75946 0.27296
8 H -1.30326 -4.62984 -0.30692
9 H -0.84116 -3.71483 -1.72353
10 H 1.43703 0.15918 1.27259
11 O -1.42089 -2.52400 -0.15653
12 C -0.50322 -0.41369 0.48787
13 H 1.24412 -0.04822 -0.35468
14 C 0.75218 0.36776 0.43877
15 H 1.08344 3.72651 0.51188
16 H -0.79746 -0.67280 1.45190
17 C -0.56402 -1.59285 -0.60344
18 Cl -3.38964 0.77484 0.14345
19 C -0.93084 1.91918 0.13601
20 C 1.43807 2.73148 0.12505
21 O 0.11233 -1.66705 -1.59445

Summary:
Energy relative to the best compared isomer or geometry (same formula, charge and spin)   39.34 kcal per mole
LUMO level   -4.411 eV
Highest occupied orbital energy   -13.868 eV
Frontier orbital gap   9.46 eV
SMILES   COC(=O)[C@H]1CN(C)C=[N+]1Cl
Total charge   +1

Here are the Mulliken charges for atoms 1 to 6, given in e: 0.462 0.336 0.079 -0.681 0.247 0.326

[5]
ORCA calculation (the ωB97M-V functional and the def2-TZVPD basis) on 2 unconnected molecules or ions with the total composition C6H10ClNO2S.

CARTESIAN COORDINATES (ANGSTROEM)
1 Cl -3.58862 0.32184 -1.91505
2 H 2.15361 2.22940 -0.32195
3 H 1.95695 1.41144 1.25150
4 H 3.30984 1.05707 0.36666
5 H -0.76129 -1.80024 2.29416
6 H 2.40915 -1.93851 -1.06377
7 C 2.31683 -1.17444 -0.17493
8 C 1.72961 0.15494 -0.55474
9 N -0.98982 -1.66648 1.26134
10 C -1.50094 -0.61269 1.01357
11 O -4.21067 -0.90286 0.55319
12 O -4.38722 1.62398 0.49595
13 C 2.21961 1.32346 0.16833
14 H 1.60757 -1.62314 0.49287
15 H -1.62171 1.47383 0.60191
16 S -3.73123 0.38507 0.14839
17 H 3.28052 -1.10063 0.26638
18 H 0.50087 -0.81775 -1.86768
19 C -2.00423 0.50480 0.62358
20 H 0.41494 1.00546 -2.05668
21 C 0.89622 0.14545 -1.58301

Summary:
Energy relative to the best compared isomer or geometry (same formula, charge and spin)   40.25 kcal per mole
LUMO level   -0.346 eV
Highest occupied orbital energy   -9.258 eV
Frontier orbital gap   8.91 eV
SMILES   N=C=CS(=O)(=O)Cl.C=C(C)C

Here are the Mulliken charges for atoms 1 to 6, given in e: -0.164 0.411 0.272 0.340 0.327 0.292

[6]
ORCA calculation (the ωB97M-V functional and the def2-TZVPD basis) on a molecular structure, C6H10F18O23S6Zn.

CARTESIAN COORDINATES (ANGSTROEM)
1 H 4.76612 1.82988 5.74101
2 H -5.55717 -1.11268 3.06158
3 F 1.99657 8.13116 1.48464
4 O 2.02231 -2.41141 -6.52319
5 O 4.64068 2.13566 -2.54056
6 H -5.89337 -1.68554 4.42199
7 F 1.18717 -2.71479 -9.38779
8 O -5.94617 4.52652 -4.17108
9 F -1.26374 -6.34946 5.70700
10 C 0.13905 0.24951 2.67609
11 S -5.51412 3.13107 -4.08196
12 F 0.37440 8.23439 2.84257
13 O 0.44011 -0.58253 -6.40718
14 F 6.25443 1.47624 -0.06903
15 F 0.44308 -7.29804 4.93060
16 H 3.93351 -3.88013 -1.12252
17 O -1.60904 -1.03879 1.08959
18 H -1.99739 -1.22618 7.36319
19 H -4.44128 -2.74343 -2.49166
20 F 1.39867 0.77605 2.68710
21 O -4.96537 -3.14123 -3.18686
22 S -0.27639 7.11945 0.47473
23 O -0.22998 -7.77128 8.71404
24 F -7.64117 2.87629 -5.78580
25 O -5.83250 2.41397 -2.84071
26 O 0.48857 6.29820 -0.50830
27 O 6.84715 2.92451 -3.53301
28 F 0.76249 -5.90947 6.66361
29 O -1.50094 6.47259 0.92615
30 C 0.97003 7.39648 1.95198
31 F -0.02564 -0.71704 3.54653
32 F 8.12885 1.19413 -1.21632
33 H 5.08970 -4.75707 -0.69115
34 S 6.11199 1.89485 -2.75779
35 S -0.39073 -8.28712 7.39598
36 O -4.11149 2.92553 -4.40425
37 O 4.79423 -4.19042 -1.40378
38 O 0.80162 -1.37557 0.61681
39 O -0.60319 8.44779 -0.10930
40 O -0.30293 0.77878 0.02116
41 F -6.80110 0.96506 -5.04915
42 C 0.77631 -1.60869 -8.86431
43 F 1.27786 6.22104 2.38924
44 F -0.78997 1.15089 2.98935
45 F 1.75328 -0.68818 -9.01325
46 Zn 0.34572 3.08015 -3.61321
47 O 6.31220 0.51651 -3.27026
48 O 5.36355 1.99216 6.47106
49 C -0.05799 -6.82082 6.08779
50 F 7.33217 3.17483 -0.86031
51 H 4.92399 2.66036 6.99690
52 C 7.05213 1.94522 -1.06195
53 F -5.86441 1.96774 -6.61662
54 O -2.65138 -1.48425 8.01277
55 O -1.83687 -8.70521 7.17580
56 S 0.68927 -1.95168 -6.92411
57 S -0.27573 -0.40897 0.92202
58 O 0.47941 -9.39402 7.13565
59 F -0.41134 -1.18043 -9.35635
60 H -2.30075 -1.16755 8.84523
61 O -6.09004 -0.95132 3.84020
62 O -0.39287 -2.87523 -6.65791
63 H -5.78949 -2.65449 -3.17452
64 C -6.53204 2.17602 -5.48817

Summary:
Energy relative to the best compared isomer or geometry (same formula, charge and spin)   234.73 kcal per mole
LUMO level   -0.287 eV
Highest occupied orbital energy   -2.161 eV
Frontier orbital gap   1.87 eV
Total charge   -4

Here are the Mulliken charges for atoms 1 to 6, given in e: 0.338 0.337 -0.220 -0.582 -0.557 0.318

[7]
ORCA calculation (the ωB97M-V functional and the def2-TZVPD basis) on a molecular structure, C6H10F30K3O6P5.

CARTESIAN COORDINATES (ANGSTROEM)
1 F -0.84756 -0.56122 -0.59160
2 O -2.68770 -2.91951 5.99827
3 F 3.14530 2.35334 3.74267
4 H 0.75560 -2.38234 0.10014
5 H 0.49450 -0.80496 4.52677
6 H -0.06185 -1.69014 3.09494
7 O 0.55251 -4.38803 -0.47465
8 F -3.77057 1.71281 -5.20687
9 O -0.79597 -2.39451 4.90373
10 O -2.47890 -0.94282 4.97350
11 H 1.52083 -3.61042 1.16759
12 F 6.38028 -2.07297 -3.09325
13 F 3.79795 -0.33607 -2.19531
14 F 0.67707 -0.23083 1.11424
15 F -1.58211 2.43580 -5.25924
16 O 1.12987 -5.19804 -2.38592
17 P 1.83995 3.20044 4.11195
18 H 2.15462 -4.17381 -3.86803
19 F -3.24316 0.16546 -3.62360
20 C 1.06043 -4.08038 -1.66132
21 F -1.27239 0.90640 1.09475
22 C -2.04730 -2.15505 5.35291
23 H -2.05973 -0.26476 3.04998
24 F -5.22221 5.42084 -0.34159
25 C 1.46769 -5.01458 -3.74935
26 F -0.73530 1.59673 -1.10113
27 C -0.34959 -1.31778 4.07406
28 H 1.95549 -5.92136 -4.08448
29 P 5.10378 -1.20342 -2.62269
30 F 5.17662 -0.34851 -4.00723
31 F -2.69154 2.33130 -3.25155
32 F -1.05955 0.80806 -3.67940
33 O 1.40916 -2.98977 -2.02356
34 F -4.88118 3.32579 -1.23118
35 F -4.80219 3.63708 1.02086
36 F 1.83487 2.57244 5.59821
37 H -1.22172 0.59332 4.35136
38 K -3.42662 0.41755 -0.89617
39 F -3.20265 5.24903 0.76384
40 C -1.57785 -0.37753 4.01518
41 H -0.22823 -3.44011 1.14883
42 F 0.44607 3.97403 4.49707
43 F -2.91506 3.17131 -0.11354
44 C 0.66774 -3.36952 0.53319
45 P -4.07427 4.31828 -0.25352
46 F 0.63092 2.03803 0.67463
47 F 6.06573 -0.13397 -1.90934
48 F 4.11027 -2.25450 -3.37120
49 P -2.40962 1.31980 -4.45927
50 F 1.79126 3.84832 2.61693
51 F 2.71878 4.43293 4.60484
52 P -0.00703 0.72374 0.02593
53 F 1.24090 0.47519 -0.94188
54 F 5.00497 -2.05999 -1.27061
55 K 1.38105 -0.36263 -3.79631
56 H 0.56627 -4.78492 -4.32203
57 F 0.91823 1.96028 3.53760
58 K -0.95752 3.61237 2.20117
59 F -3.30486 4.96065 -1.49444
60 F -2.08443 0.22313 -5.61489

Summary:
LUMO level   2.946 eV
Highest occupied orbital energy   -7.628 eV
Frontier orbital gap   10.57 eV
Total charge   -2

Here are the Mulliken charges for atoms 1 to 6, given in e: -0.448 -0.562 -0.353 0.143 0.209 -0.235

[8]
ORCA calculation (the ωB97M-V functional and the def2-TZVPD basis) on C6H10F3O4P in the gas phase.

CARTESIAN COORDINATES (ANGSTROEM)
1 P -0.67689 0.02347 0.50837
2 C 0.76376 0.26480 -0.64011
3 H 0.67844 -0.34682 -1.49320
4 H 2.17492 1.13350 2.01363
5 H 3.19418 1.19553 0.42088
6 F 0.09876 1.92887 -2.09222
7 C 0.87791 1.70955 -1.06416
8 H -1.94217 1.11309 -2.11772
9 C -2.60091 0.58210 -1.46719
10 O 1.86974 -1.53841 0.42871
11 H -2.39267 -2.44429 1.33684
12 C 2.68325 0.60821 1.14821
13 H -1.18865 -3.44885 0.62861
14 H 3.40308 -0.00376 1.63250
15 H -3.57650 0.88843 -1.44563
16 O -1.03307 -1.50074 0.19661
17 O -1.95213 0.75003 -0.15677
18 H -2.51177 -0.46796 -1.61495
19 C -1.33849 -2.55938 1.14180
20 O -0.43043 0.43907 1.85780
21 F 2.11389 2.03637 -1.48670
22 F 0.60871 2.50129 -0.06298
23 C 1.78737 -0.37723 0.33873
24 H -0.61033 -2.48688 1.98893

Summary:
LUMO level   0.770 eV
Highest occupied orbital energy   -10.033 eV
Frontier orbital gap   10.80 eV
SMILES   COP(=O)(OC)[C@H](C(C)=O)C(F)(F)F

Here are the Mulliken charges for atoms 1 to 6, given in e: 1.100 -0.039 0.746 0.249 0.367 -0.290

[9]
ORCA calculation (the ωB97M-V functional and the def2-TZVPD basis) on C6H10FN in the gas phase.

CARTESIAN COORDINATES (ANGSTROEM)
1 F -0.20845 1.37018 0.74053
2 C 1.97462 -0.32524 0.19330
3 C 2.80701 0.44793 -0.34238
4 H -2.66020 -1.41170 0.66066
5 H -3.31410 0.22684 -0.23827
6 H -2.06123 0.23650 1.30519
7 C -2.31734 -0.34228 0.30085
8 H 3.70498 0.92949 -0.66955
9 H -1.54504 1.97933 -0.69807
10 C -0.71786 1.18450 -0.51868
11 H 0.92456 -2.11835 0.71825
12 H 0.22059 1.41704 -1.18182
13 H -0.37332 -2.20310 -0.63898
14 N -0.00588 -1.18317 -0.50328
15 C 0.80203 -1.06945 0.64732
16 H -1.52129 -0.43596 -1.72454
17 H 0.47876 -0.52340 1.56504
18 C -1.20453 -0.25314 -0.65369

Summary:
Energy relative to the best compared isomer or geometry (same formula, charge and spin)   86.57 kcal per mole
LUMO level   0.860 eV
Highest occupied orbital energy   -9.040 eV
Frontier orbital gap   9.90 eV
SMILES   C#CCN[C@@H](C)CF

Here are the Mulliken charges for atoms 1 to 6, given in e: -0.288 -0.227 -0.221 0.307 0.285 0.233

[10]
ORCA calculation (the ωB97M-V functional and the def2-TZVPD basis) on a molecular structure, C6H10INO3P2Tm.

CARTESIAN COORDINATES (ANGSTROEM)
1 O 2.42096 2.43256 -1.05476
2 P 1.27170 2.38854 0.14422
3 H 3.14029 1.82413 -0.77028
4 O -0.80301 -2.53439 -0.37355
5 C -1.33221 -1.80566 -1.14915
6 H -2.18473 0.09138 -1.84999
7 H 1.63856 -0.83833 1.56668
8 C 0.58123 -0.77182 1.94842
9 H 1.64048 -0.62832 -3.60841
10 H -1.48854 -0.13943 1.69190
11 H -2.68867 -0.34220 -0.16094
12 H -0.41056 1.21741 2.19431
13 C -0.46831 0.31473 1.51972
14 C -1.77305 -0.30988 -0.86359
15 I -1.77530 -2.64531 -3.12260
16 H 0.94976 -2.30691 2.96494
17 P -0.35897 0.87673 -0.27490
18 H -1.17308 1.98238 -0.71411
19 H 2.81593 1.59283 1.41091
20 Tm -4.28544 -0.44498 0.16504
21 C 1.33386 -0.43191 -2.54311
22 C 0.76468 0.01174 -1.50086
23 N 0.17322 -1.65841 2.76637
24 O 2.01120 2.12515 1.61374

Summary:
2S+1   3
LUMO level (alpha / beta)   -12.978 / -12.950 eV
Expectation value of S²   2.01
Highest occupied orbital energy (alpha / beta)   -18.758 / -18.766 eV
Frontier orbital gap (alpha / beta)   5.78 / 5.82 eV
Total charge   +3

Here are the Mulliken charges for atoms 1 to 6, given in e: -0.363 0.450 0.347 -0.353 0.012 0.846

| no. | F_max (eV/A) |
| --- | --- |
| 1 | 4.83 |
| 2 | 1.99 |
| 3 | 7.48 |
| 4 | 3.92 |
| 5 | 4.27 |
| 6 | 5.28 |
| 7 | 1.09 |
| 8 | 4.61 |
| 9 | 5.65 |
| 10 | 6.14 |